(1)
Computed, not measured: a molecular structure, C48H41BF4GeNP2Tl at a distorted geometry, with wB97M-V/def2-TZVPD.

XYZ file:
```
99
Properties=species:S:1:pos:R:3:mulliken_spin:R:1
Tl 1.29 0.67 0.07 0.153
Ge 0.91 0.24 3.40 0.413
P -2.29 2.53 -0.51 0.000
P 1.69 -2.31 -0.49 0.002
F 3.17 2.47 -1.15 0.000
F 5.26 1.64 -1.46 0.000
F 3.86 1.86 -3.23 0.001
F 3.44 0.28 -1.63 0.003
N -1.01 -0.55 0.29 -0.077
C 3.62 0.49 4.72 -0.016
C -2.43 2.35 5.03 -0.006
C 0.77 5.52 1.24 0.000
C -2.10 -0.07 0.93 0.006
C 5.48 1.71 3.82 0.004
C 4.68 2.15 2.77 -0.007
C 0.61 4.30 1.86 -0.008
C 0.31 2.67 5.09 -0.029
C -1.60 1.42 4.43 0.049
C 4.14 -2.01 2.76 0.000
C -1.88 3.46 5.65 0.018
C 1.89 -5.55 -3.04 0.000
C 0.77 -1.34 4.67 0.173
C 3.94 -3.20 3.45 0.001
C 0.05 5.80 0.08 0.000
C -1.15 -0.15 -3.37 0.008
C -0.83 4.86 -0.42 0.001
C 3.56 -4.26 -1.25 0.000
C 0.35 -3.69 4.97 0.008
C 0.43 -2.58 4.15 0.042
C 0.59 -3.57 6.32 -0.001
C -0.51 3.61 5.69 -0.009
C -0.22 1.57 4.44 0.186
C -0.07 -2.84 -0.15 -0.012
C 2.80 0.92 3.69 0.080
C 4.94 0.90 4.80 0.001
C 0.04 0.36 -3.85 -0.006
C 0.99 -1.22 6.03 -0.012
C 3.17 -6.05 -2.81 0.000
C 3.35 1.77 2.73 -0.024
C 3.07 -4.15 2.94 0.001
C -0.25 3.35 1.34 -0.090
C -0.99 3.62 0.20 -0.011
C -2.75 -1.09 1.63 -0.008
C 4.01 -5.38 -1.94 0.000
C -2.61 1.33 0.90 -0.010
C -1.27 1.60 -1.72 0.012
C 2.38 -3.90 1.77 -0.003
C 0.90 -2.33 6.86 0.004
C -0.07 2.12 -2.21 -0.011
C -1.81 0.47 -2.32 -0.002
C 2.26 -3.79 -1.42 0.005
C 3.43 -1.75 1.60 0.024
C -0.97 -1.88 0.54 0.005
C 1.45 -4.43 -2.36 0.000
C 0.58 1.50 -3.27 0.004
C -2.03 -2.25 1.39 0.014
C 2.53 -2.69 1.10 -0.014
B 3.96 1.57 -1.89 -0.004
H -1.58 -1.03 -3.83 0.000
H 5.01 -5.74 -1.78 0.000
H 2.75 2.14 1.91 -0.004
H -1.41 5.09 -1.31 0.000
H 2.94 -5.09 3.45 0.000
H -0.48 -3.01 -1.15 0.001
H 4.22 -3.76 -0.57 0.000
H -2.74 0.06 -1.95 -0.001
H -2.34 1.87 1.81 0.010
H 0.56 -0.12 -4.66 0.000
H 3.23 -0.19 5.46 0.004
H 1.07 -2.22 7.92 -0.001
H 0.10 -4.66 4.55 -0.001
H -0.07 -3.80 0.38 -0.003
H 3.50 -6.95 -3.31 0.000
H 3.61 -0.83 1.06 0.003
H 1.23 -6.05 -3.74 0.000
H -3.51 2.21 5.01 0.001
H 1.22 -0.25 6.46 0.006
H 4.49 -3.40 4.36 0.000
H 4.85 -1.28 3.12 0.001
H -0.08 4.47 6.20 0.001
H 0.16 6.75 -0.41 0.000
H -0.37 2.41 1.87 0.085
H 1.72 -4.66 1.37 0.000
H 1.51 1.91 -3.64 0.000
H -2.03 0.55 3.95 -0.006
H 1.39 2.78 5.12 0.009
H -3.71 1.25 0.94 0.000
H 0.23 -2.66 3.09 0.027
H 6.52 2.01 3.86 0.000
H -3.64 -0.97 2.23 0.002
H 5.56 0.57 5.63 0.002
H -2.23 -3.24 1.76 -0.001
H 0.46 -4.05 -2.57 0.000
H 0.35 3.02 -1.79 0.004
H 0.53 -4.44 6.96 0.000
H 5.09 2.75 1.98 0.000
H -2.53 4.20 6.11 0.001
H 1.14 4.08 2.77 0.001
H 1.43 6.27 1.65 0.000
```

For the gap between HOMO and LUMO (spin up / spin down), the calculation gives 6.80 / 4.88 eV. As for the multiplicity: 2. The net charge is -1. The energy above the lowest of the compared OMol25 structures with the same formula, charge and spin is 25.4 kcal/mol. As for the LUMO energy (spin up / spin down): 2.4 / 0.5 eV.

(2)
Computed, not measured: a molecular structure, C48H41Cl2F4N3O2PV, with wB97M-V/def2-TZVPD.

XYZ file:
```
102
Properties=species:S:1:pos:R:3:mulliken_spin:R:1
V -0.87 -0.54 -0.35 2.088
Cl 4.18 -4.12 -2.12 0.000
Cl 4.05 -0.28 1.70 0.000
P -1.32 1.65 0.78 0.024
F -3.81 -2.22 -2.12 0.000
F -4.67 3.02 -3.16 0.000
F -6.30 -1.35 -2.58 0.000
F -2.19 2.18 -2.64 0.002
O 0.44 -1.21 1.23 0.011
O -0.08 -2.42 -0.52 -0.024
N 1.18 -0.12 -3.02 0.010
N 3.19 -2.89 0.39 0.002
N -1.61 -0.50 -2.09 0.071
C -2.57 1.12 4.66 -0.004
C -5.54 0.86 -2.87 0.006
C -5.29 -0.47 -2.60 0.000
C -3.79 -2.11 3.26 0.025
C -2.38 -1.07 1.01 -0.120
C 6.47 -0.95 -1.39 0.000
C -2.63 2.89 0.50 -0.003
C 1.69 0.05 -1.69 -0.067
C -3.92 2.38 0.33 0.011
C 0.23 2.56 1.05 0.002
C -3.19 1.29 -2.62 -0.013
C 1.58 1.47 -4.89 0.001
C 4.17 -3.73 3.88 0.000
C 0.68 3.43 0.05 0.009
C -5.00 3.23 0.22 0.003
C -3.17 -0.11 4.57 0.003
C 2.84 1.04 -1.62 0.007
C -2.45 4.26 0.57 -0.003
C 5.92 -2.07 -1.97 0.000
C 5.91 -0.44 -0.23 0.000
C 4.27 -3.36 2.54 0.000
C -3.53 5.12 0.45 0.001
C 0.66 -3.62 1.41 -0.003
C -3.02 -2.28 0.97 0.051
C 4.82 -1.06 0.35 0.000
C 1.81 -3.99 3.62 0.000
C 2.94 -4.04 4.42 0.000
C 1.91 4.05 0.16 0.002
C 4.28 -2.24 -0.17 -0.001
C 0.70 1.07 -3.71 0.004
C -2.47 -0.33 2.24 -0.041
C 1.89 -3.61 2.29 0.001
C -1.94 1.67 3.53 0.001
C -3.74 -2.80 2.08 -0.017
C -1.08 -1.31 -3.20 0.014
C 2.30 2.89 2.23 0.002
C -4.81 4.61 0.27 -0.001
C 0.37 -2.34 0.67 -0.013
C -4.47 1.73 -2.88 0.004
C -3.15 -0.85 3.37 -0.009
C 4.85 -2.70 -1.37 0.000
C 1.06 2.28 2.13 0.004
C 0.46 -1.34 -3.31 0.008
C -1.88 0.96 2.36 0.000
C -4.01 -0.92 -2.35 -0.057
C 3.13 -3.28 1.75 -0.001
C 2.73 3.78 1.26 -0.002
C -2.92 -0.05 -2.34 0.014
H -1.51 2.67 3.59 0.000
H 2.56 2.01 -2.04 0.000
H 3.13 1.21 -0.58 -0.003
H -4.32 -2.51 4.12 0.001
H -5.65 5.28 0.17 0.000
H 0.86 -2.12 -2.66 -0.001
H -3.68 -0.53 5.43 0.000
H 5.07 -3.77 4.48 0.000
H 1.65 0.64 -5.60 0.000
H -2.97 -2.89 0.08 0.005
H 6.32 -2.48 -2.89 0.000
H 2.02 -0.92 -1.32 -0.030
H 0.06 3.63 -0.82 0.001
H -4.24 -3.76 1.99 0.000
H 1.17 2.33 -5.41 0.000
H 0.74 1.57 2.88 -0.003
H 2.59 1.70 -4.55 0.000
H 2.25 4.73 -0.61 0.000
H 3.69 4.26 1.34 0.000
H -6.55 1.21 -3.07 0.000
H 0.68 -1.65 -4.34 0.001
H 5.24 -3.13 2.11 0.000
H -3.38 6.19 0.50 0.000
H -2.60 1.68 5.59 0.000
H 0.63 1.90 -2.99 -0.002
H 0.84 -4.23 4.04 0.000
H 2.74 -3.53 -0.24 -0.001
H 7.32 -0.45 -1.84 0.000
H 2.85 -4.32 5.46 0.000
H 0.70 -4.42 0.67 -0.002
H 2.94 2.66 3.07 0.000
H -5.99 2.83 0.08 0.000
H -0.22 -3.80 2.02 0.000
H -1.50 -0.93 -4.13 0.003
H -1.46 4.67 0.74 0.000
H -0.33 0.92 -4.05 0.003
H -1.42 -2.35 -3.11 -0.012
H 6.29 0.47 0.23 0.000
H -4.07 1.30 0.30 0.003
H 0.94 0.42 -0.94 0.034
H 3.70 0.65 -2.18 0.000
```

For the gap between HOMO and LUMO (spin up / spin down), the calculation gives 8.03 / 8.39 eV. As for the multiplicity: 3. The net charge is 0. The energy above the lowest of the compared OMol25 structures with the same formula, charge and spin is 5.2 kcal/mol. As for the LUMO energy (spin up / spin down): 0.3 / 0.5 eV.

(3)
Computed, not measured: a molecular structure, C48H41CoN4P3Se2 at a distorted geometry, with wB97M-V/def2-TZVPD.

XYZ file:
```
99
Properties=species:S:1:pos:R:3:lowdin_charge:R:1
Se -3.57 -1.96 -1.40 0.455
Se 0.28 2.45 -1.49 0.618
Co 1.94 1.52 0.16 0.089
P -0.15 0.51 -2.34 0.739
P 0.87 2.27 2.02 1.151
P -1.76 -2.93 -0.96 0.578
N 3.62 3.65 -1.29 0.242
N 0.27 -2.05 0.69 0.062
N 1.03 -0.21 -0.15 -0.126
N 1.13 -1.09 0.87 -0.009
C -0.98 6.26 3.36 -0.057
C -0.55 0.07 3.24 -0.258
C -1.71 -0.70 3.30 -0.031
C -2.67 0.45 1.43 -0.078
C 2.00 -1.74 -4.94 -0.050
C -0.03 -5.47 -4.36 -0.069
C 0.82 -4.97 -3.38 -0.081
C -1.05 -3.85 -2.34 -0.365
C 3.43 1.81 2.63 -0.301
C -2.11 -5.73 2.67 -0.072
C -2.09 -0.30 -4.17 -0.086
C -1.90 -4.10 0.43 -0.338
C -1.47 5.05 3.83 -0.061
C 2.24 2.22 3.21 -0.313
C 0.05 -0.63 -0.98 -0.406
C 3.41 1.02 1.37 -0.136
C -0.50 1.09 2.28 -0.322
C 4.63 2.11 3.27 -0.027
C 2.22 2.81 4.47 -0.070
C 0.32 -4.16 -2.37 -0.128
C 0.10 3.88 2.42 -0.272
C 4.62 2.72 4.52 -0.056
C -0.43 -1.80 -0.46 -0.377
C 2.70 0.54 -5.24 -0.066
C 0.59 -0.24 4.18 -0.030
C 3.42 3.04 5.14 -0.062
C -1.13 -5.98 1.72 -0.068
C 3.01 2.85 -0.71 -0.157
C -1.02 -5.17 0.60 -0.070
C 1.11 -1.34 -3.95 -0.078
C -4.39 0.38 -4.01 -0.077
C -1.55 1.25 1.36 -0.125
C 2.80 -0.80 -5.57 -0.058
C -1.89 -4.34 -3.34 -0.088
C 0.04 6.28 2.42 -0.032
C -2.76 -0.51 2.43 -0.065
C 1.71 5.17 0.93 -0.058
C 1.02 0.01 -3.61 -0.341
C -3.39 -0.32 -4.66 -0.076
C 1.81 0.95 -4.25 -0.093
C -2.90 -3.88 1.36 -0.119
C -0.93 3.87 3.35 -0.079
C 0.60 5.10 1.94 -0.252
C -1.38 -5.14 -4.34 -0.061
C -3.01 -4.70 2.48 -0.071
C -4.10 1.12 -2.87 -0.096
C -1.80 0.43 -3.02 -0.387
C -2.81 1.16 -2.38 -0.152
H 0.98 -3.79 -1.60 0.113
H -1.31 -0.84 -4.69 0.103
H 0.36 -6.11 -5.14 0.110
H -2.94 -4.08 -3.31 0.075
H -3.81 -4.53 3.20 0.108
H 0.38 -1.15 4.74 0.085
H -3.61 -3.08 1.19 0.044
H 0.48 -2.08 -3.46 0.081
H -3.47 0.56 0.71 0.089
H -2.18 -6.36 3.56 0.107
H 1.43 4.67 0.01 0.020
H 1.52 -0.40 3.62 0.075
H 3.32 1.28 -5.75 0.110
H 1.29 3.13 4.91 0.113
H -4.89 1.67 -2.37 0.116
H -0.44 -6.81 1.86 0.108
H 4.37 0.94 0.87 0.077
H 5.56 1.84 2.80 0.117
H -2.58 1.74 -1.49 0.073
H 1.95 6.21 0.69 0.088
H -0.27 -5.40 -0.14 0.096
H -1.32 2.92 3.72 0.111
H 2.62 4.70 1.31 0.081
H -1.77 -1.49 4.05 0.118
H -2.04 -5.54 -5.11 0.110
H -3.65 -1.13 2.51 0.106
H 2.06 -2.79 -5.20 0.107
H -2.26 5.03 4.57 0.112
H -1.47 2.00 0.59 0.042
H -3.61 -0.89 -5.55 0.114
H -1.40 7.19 3.72 0.113
H 3.51 -1.12 -6.33 0.112
H 3.41 3.49 6.12 0.111
H 1.73 2.00 -3.99 0.071
H 5.56 2.95 5.02 0.111
H 0.77 0.57 4.89 0.075
H 4.13 4.35 -1.78 0.127
H 0.42 7.23 2.06 0.116
H -5.40 0.35 -4.39 0.115
H 1.88 -5.22 -3.39 0.112
H 2.92 0.05 1.48 0.042
```

For the gap between HOMO and LUMO (spin up / spin down), the calculation gives 5.76 / 5.73 eV. The net charge is +1. The energy above the lowest of the compared OMol25 structures with the same formula, charge and spin is 0.0 kcal/mol. As for the LUMO energy (spin up / spin down): -4.1 / -4.2 eV.

(4)
Computed, not measured: a molecular structure, C48H43AsN7O2Ta, with wB97M-V/def2-TZVPD.

XYZ file:
```
102
Properties=species:S:1:pos:R:3:lowdin_charge:R:1
Ta 0.34 -0.65 0.72 1.919
As -1.81 0.86 -0.98 1.402
O 4.07 1.07 -0.15 0.129
O 0.78 -4.82 0.60 0.122
N 0.98 -2.56 0.07 -0.040
N 2.32 -0.45 0.09 -0.060
N 0.77 -1.67 2.77 -0.039
N -1.39 -2.10 0.99 -0.032
N 1.34 0.94 2.03 -0.024
N -1.13 0.74 0.81 -0.406
N -1.63 -3.86 6.24 0.210
C -2.66 -1.78 1.31 -0.131
C 1.60 -3.16 4.98 0.053
C -1.99 1.39 1.74 -0.411
C -2.32 -2.15 -1.88 -0.059
C 0.34 -3.69 0.53 -0.453
C 1.42 -0.63 -3.30 0.005
C 2.43 1.49 1.47 -0.196
C 2.08 -1.89 3.02 -0.079
C 3.89 -3.77 -1.92 -0.064
C -2.19 0.85 3.02 -0.104
C -0.63 4.86 -2.00 -0.002
C 3.04 0.71 0.36 -0.457
C -2.45 1.43 -3.79 -0.067
C -0.40 -0.39 -1.69 -0.396
C -1.90 -4.41 1.36 0.044
C 0.94 -1.86 -3.72 -0.209
C -3.05 1.44 3.93 -0.054
C -1.69 3.80 -3.84 0.005
C 2.68 -3.83 -1.25 0.001
C -1.11 4.93 -3.30 -0.241
C -3.74 2.59 3.58 -0.058
C 3.03 2.64 1.95 0.042
C 1.40 1.45 -2.02 -0.030
C -1.81 2.62 -3.12 -0.286
C 2.52 -2.62 4.10 0.016
C -0.95 -1.61 -2.22 -0.294
C -0.26 -2.33 -3.17 0.003
C -0.98 6.20 -4.10 -0.030
C 0.25 -2.94 4.73 -0.165
C 2.95 -1.50 -0.64 -0.213
C 0.79 0.12 -2.32 -0.271
C 4.16 -1.45 -1.33 0.002
C -1.33 2.58 -1.79 -0.328
C 1.66 -2.64 -4.77 -0.002
C 1.40 2.65 3.69 0.005
C 4.62 -2.60 -1.96 -0.053
C -0.12 -2.19 3.63 -0.070
C -1.04 -3.40 0.99 -0.215
C -0.79 -3.46 5.57 -0.152
C -3.58 3.12 2.31 -0.042
C 2.22 -2.69 -0.60 -0.213
C 0.86 1.51 3.14 -0.093
C -3.20 -4.07 1.74 0.019
C -0.72 3.71 -1.23 -0.287
C -2.72 2.53 1.40 -0.060
C 2.49 3.25 3.07 0.009
C -0.08 3.77 0.13 -0.062
C -3.58 -2.74 1.69 0.006
H 3.58 -2.77 4.23 0.133
H -0.68 -3.25 -3.54 0.138
H 2.78 -1.48 2.30 0.115
H -1.68 -0.06 3.29 0.071
H -3.35 1.09 -3.28 0.074
H -2.06 3.82 -4.86 0.124
H -3.18 1.00 4.91 0.117
H 0.97 3.06 4.59 0.128
H -2.25 -3.14 -1.42 0.089
H -2.88 -2.29 -2.81 0.106
H 2.32 -0.23 -3.75 0.142
H 1.91 -3.75 5.83 0.146
H -1.47 7.03 -3.58 0.092
H 0.07 6.47 -4.24 0.092
H -0.15 5.74 -1.56 0.134
H 2.93 4.15 3.47 0.132
H -2.91 -1.51 -1.25 0.023
H -0.59 4.49 0.77 0.098
H 0.96 4.11 0.03 0.092
H 2.11 -4.75 -1.21 0.114
H 1.02 -3.40 -5.22 0.092
H 4.74 -0.55 -1.37 0.107
H 1.06 2.19 -2.76 0.112
H -3.90 -4.84 2.04 0.134
H 3.91 3.01 1.44 0.140
H -4.59 -2.44 1.94 0.131
H 2.51 -3.15 -4.32 0.083
H 1.13 1.85 -1.04 0.050
H -4.13 4.01 2.02 0.120
H -1.17 -2.03 3.43 0.107
H -2.94 -0.74 1.26 0.090
H 2.49 1.39 -2.09 0.094
H -1.76 0.58 -3.86 0.071
H -0.07 2.81 0.65 0.026
H -1.54 -5.43 1.34 0.140
H 0.02 1.03 3.62 0.090
H 4.25 -4.66 -2.42 0.119
H -2.61 2.98 0.42 0.082
H -4.42 3.06 4.29 0.116
H -1.44 6.10 -5.08 0.082
H -2.74 1.68 -4.81 0.090
H 5.56 -2.56 -2.49 0.117
H 2.05 -1.98 -5.55 0.099
```

For the gap between HOMO and LUMO, the calculation gives 6.22 eV. The net charge is +2. As for the LUMO energy: -6.7 eV.